Entry 1:
Density functional theory data (wB97M-V/def2-TZVPD) for an isolated molecule of C6H2N2O8.

Geometry (Å):
1 O 1.1447 -0.9301 2.0612
2 O -1.0848 1.0102 -2.3227
3 O -1.8798 1.3823 2.7055
4 O 0.8147 -0.6782 -3.6036
5 O -1.5550 -0.6862 3.0146
6 O 2.5717 0.1939 -2.6067
7 O -2.4963 1.2983 0.0542
8 O 2.5535 -1.2994 -0.1306
9 C 0.5502 -0.5335 1.0895
10 C -0.6196 0.4394 -1.3271
11 C -1.2887 0.6340 -0.0322
12 C 1.3153 -0.6231 -0.1781
13 C -0.7140 0.1740 1.1334
14 C 0.7264 -0.2077 -1.3709
15 N -1.4069 0.2947 2.3456
16 N 1.4110 -0.2519 -2.5821
17 H -2.8175 1.2559 0.9556
18 H 2.7751 -1.4727 0.7947

Output
Multiplicity: 1
Total charge: 0
Energy relative to the best compared isomer or geometry (same formula, charge and spin) in kJ/mol: 46.3
SMILES string: O=C1C(O)=C([N+](=O)[O-])C(=O)C(O)=C1[N+](=O)[O-]
Lowest unoccupied orbital energy in eV: -3.10



Entry 2:
Density functional theory data (wB97M-V/def2-TZVPD) for a 2-piece molecular cluster, C3H8NO overall.

Geometry (Å):
1 C -1.0026 1.1356 -1.6269
2 N 0.1931 1.6654 -1.6127
3 H -1.4799 0.4224 -2.2648
4 H -1.6733 1.4847 -0.8863
5 H 0.4008 2.1201 -0.7117
6 H 1.0716 1.3008 -2.0312
7 O -0.0331 0.0083 0.4237
8 C 0.2106 -0.6388 1.4317
9 C 0.5555 -2.0818 1.4034
10 H 0.1534 -0.0863 2.2832
11 H -0.2355 -2.6751 1.8483
12 H 1.4037 -2.4192 2.0514
13 H 0.6912 -2.3617 0.3614

Output
Multiplicity: 1
Total charge: +1
Energy relative to the best compared isomer or geometry (same formula, charge and spin) in kJ/mol: 125.3
Lowest unoccupied orbital energy in eV: -5.43



Entry 3:
Density functional theory data (wB97M-V/def2-TZVPD) for a 4-piece molecular cluster, C3H13NO3 overall.

Geometry (Å):
1 C 3.3392 1.0173 0.3409
2 C 2.1397 1.4530 1.0886
3 C 1.0474 1.8377 0.4315
4 N 2.1627 1.4522 2.5025
5 H 3.4174 1.6294 -0.5639
6 H 3.3237 -0.0419 -0.0129
7 H 4.3312 1.0708 0.8152
8 H 0.0919 2.0959 0.8990
9 H 0.9939 2.0429 -0.6364
10 H 2.9577 0.9510 2.8500
11 H 1.6130 2.0377 3.0963
12 H 0.0908 -1.3916 -2.3199
13 H 0.5455 -0.2580 -3.0408
14 O -0.2537 -0.5060 -2.5278
15 H -4.5953 -4.4372 1.5432
16 H -3.2905 -4.6262 0.7199
17 O -3.6681 -4.6952 1.5953
18 H -3.3560 1.5260 -2.5555
19 H -2.4614 0.4873 -2.1028
20 O -3.3325 0.5630 -2.5260

Output
Multiplicity: 1
Total charge: 0
Energy relative to the best compared isomer or geometry (same formula, charge and spin) in kJ/mol: 136.2
SMILES string: C=C(C)N.O.O.O
Lowest unoccupied orbital energy in eV: 0.52



Entry 4:
Density functional theory data (wB97M-V/def2-TZVPD) for an isolated molecule of C4H4O2.

Geometry (Å):
1 C 1.1541 -0.3046 0.5960
2 C 0.3624 0.8410 -0.0998
3 C 0.5948 -1.4603 0.7048
4 C -0.9917 0.4360 -0.6316
5 O -0.0027 -2.4449 0.8361
6 O 0.7755 1.9769 -0.0810
7 H 2.0757 0.0819 0.9009
8 H -1.0411 0.3730 -1.7374
9 H -1.7991 1.1772 -0.2596
10 H -1.1279 -0.6762 -0.2284

Output
Multiplicity: 1
Total charge: 0
Energy relative to the best compared isomer or geometry (same formula, charge and spin) in kJ/mol: 76.7
SMILES string: CC(=O)C=C=O
Lowest unoccupied orbital energy in eV: 0.43



Entry 5:
Density functional theory data (wB97M-V/def2-TZVPD) for CHF3Mg2NO3S2 as an isolated structure.

Geometry (Å):
1 Mg 2.6721 0.5768 2.1765
2 N 0.5972 -0.1917 0.2965
3 S -0.1876 0.1476 1.6802
4 O 0.7932 0.9797 2.5618
5 S 2.0280 -1.2093 0.6871
6 O 0.9013 -2.3152 -2.7169
7 C -1.2606 1.5222 1.0039
8 F -2.0470 1.0367 0.0552
9 F -0.5271 2.4997 0.5141
10 F -2.0054 1.9817 1.9960
11 Mg 0.3069 -0.9131 -1.5399
12 O -0.3190 -1.6936 -3.3353
13 H -0.9520 -2.4216 -3.3793

Output
Multiplicity: 1
Total charge: +1
Energy relative to the best compared isomer or geometry (same formula, charge and spin) in kJ/mol: 0.0
Lowest unoccupied orbital energy in eV: -6.11



Look up the energy relative to the best compared isomer or geometry (same formula, charge and spin) of the third one.
136.2 kJ/mol